[1]
A structure of composition C16H19N2O5S2Se2TcTe2, computed with ωB97M-V/def2-TZVPD.

Calculated values
Spin multiplicity = 4
<S²> = 3.81
HOMO level (alpha / beta) = -0.16931 / -0.17108 Ha
DFT total energy = -199264.904 eV
Net charge = -1
Lowest unoccupied orbital energy (alpha / beta) = 1.64 / 0.42 eV
Relative energy (zero: lowest compared OMol25 entry of this formula, charge and spin) = 3.541 eV

Cartesian coordinates (Å):
Tc1 -1.8419 -1.3393 -0.4020
O1 -4.6189 -2.5387 0.2463
S1 -4.3057 -1.1134 0.0240
O2 -5.4417 -0.2459 0.0886
O3 -3.1810 -0.6935 1.0090
O4 -3.5703 -1.0021 -1.3528
Se1 -0.1790 -2.8425 -0.3363
Te1 4.9194 -3.2518 -1.4636
Te2 2.2777 -3.2550 -0.9400
Se2 -2.3469 -3.3889 0.3685
C1 -2.0435 3.7885 2.4457
C2 -2.1827 4.1307 1.1064
C3 -2.0252 3.1711 0.1221
C4 -1.7196 1.8573 0.4665
C5 -1.5977 1.5103 1.8029
C6 -1.7548 2.4763 2.7859
N1 -1.4834 0.8591 -0.5474
N2 -1.3764 1.3272 -1.6965
C7 -1.0599 0.3855 -2.6692
C8 -0.7763 0.8654 -3.9491
C9 -0.3181 -0.0070 -4.9125
C10 -0.1147 -1.3439 -4.5822
C11 -0.4107 -1.8151 -3.3113
C12 -0.9340 -0.9726 -2.3300
H1 -2.1658 4.5376 3.2181
H2 -2.4080 5.1506 0.8212
H3 -2.1236 3.4238 -0.9231
H4 -1.3583 0.4978 2.0813
H5 -1.6431 2.1921 3.8245
H6 -0.9006 1.9233 -4.1450
H7 -0.0894 0.3526 -5.9076
H8 0.2854 -2.0255 -5.3236
H9 -0.2028 -2.8493 -3.0696
C13 2.9471 1.4780 0.3557
C14 3.2683 0.1863 1.1012
S2 1.9028 -0.1352 2.2329
O5 0.6876 -0.3115 1.3884
C15 2.2929 -1.8122 2.8808
C16 3.7006 -2.3792 2.6957
H10 3.6541 1.6078 -0.4633
H11 2.9949 2.3452 1.0154
H12 1.9432 1.4223 -0.0669
H13 4.1619 0.2908 1.7202
H14 3.3890 -0.6371 0.3958
H15 1.5514 -2.4049 2.3435
H16 2.0229 -1.7618 3.9348
H17 4.2276 -1.9676 1.8390
H18 3.6363 -3.4483 2.4903
H19 4.3112 -2.2372 3.5874

Forces on the atoms, in the same order (eV/Å):
Tc 1.9 5.2 -1.6
O -0.2 0.8 0.1
S -1.6 -0.5 0.2
O 0.2 0.1 0.0
O -1.1 0.1 -1.1
O -0.7 0.1 0.9
Se 0.2 -2.2 0.9
Te -0.3 0.1 0.1
Te 2.7 -0.4 -0.7
Se -0.3 -3.4 0.8
C 0.0 0.0 0.0
C 0.0 0.0 0.0
C 0.0 0.0 -0.1
C 0.0 0.1 0.0
C 0.0 -0.1 0.1
C 0.0 0.0 0.0
N -0.4 0.0 0.3
N 0.3 0.1 -0.2
C 0.1 -0.3 -0.2
C 0.0 0.1 0.1
C 0.0 0.1 -0.1
C 0.0 0.0 0.1
C -0.1 0.1 -0.1
C -0.7 0.0 0.8
H 0.0 0.0 0.0
H 0.0 0.0 0.0
H 0.0 0.0 0.0
H 0.0 0.0 -0.1
H 0.0 0.0 0.0
H 0.0 0.0 0.0
H 0.0 0.0 0.0
H 0.0 0.0 0.0
H -0.2 0.0 -0.1
C 0.0 -0.1 0.0
C -0.1 0.2 -0.1
S 0.1 0.1 0.3
O 0.0 0.0 0.0
C 0.2 0.1 -0.4
C 0.0 -0.1 0.0
H 0.0 0.1 0.0
H 0.0 0.0 0.0
H 0.0 0.0 0.0
H 0.1 -0.1 -0.1
H 0.0 -0.1 0.1
H 0.0 0.0 0.1
H -0.1 -0.1 0.0
H 0.0 0.0 0.0
H 0.0 0.0 0.2
H 0.0 0.1 0.0

Mulliken atomic charge list, values in e, 5 entries:
1 Tc -0.404
2 O -0.675
3 S 1.232
4 O -0.678
5 O -0.523

[2]
The molecule C15H16N6O2S, computed with ωB97M-V/def2-TZVPD.

Calculated values
Spin multiplicity = 1
HOMO level = -0.32387 Ha
DFT total energy = -39684.768 eV
Net charge = 0
Lowest unoccupied orbital energy = 0.43 eV
Structure (SMILES) = CCn1c(SCC(=O)Nc2cc(C)on2)nnc1-c1cccnc1

Cartesian coordinates (Å):
C1 0.7906 0.2774 -3.2350
H1 0.9688 0.2808 -4.3062
H2 0.2441 -0.6262 -2.9760
H3 1.7490 0.2693 -2.7197
C2 -0.0119 1.5148 -2.8436
N1 -0.2578 1.5399 -1.4246
C3 -1.1699 0.7766 -0.7589
N2 -1.0276 0.9145 0.5365
N3 -0.0105 1.7581 0.7458
C4 0.4583 2.1370 -0.4115
C5 1.5675 3.0597 -0.5869
C6 1.5027 4.1590 -1.4401
C7 2.6049 4.9907 -1.5398
C8 3.7245 4.6978 -0.7751
N4 3.7856 3.6703 0.0551
C9 2.7399 2.8764 0.1514
H4 2.8208 2.0502 0.8437
H5 4.6104 5.3169 -0.8190
H6 2.5891 5.8530 -2.1879
H7 0.5980 4.3805 -1.9898
S1 -2.3671 -0.1921 -1.5600
C10 -3.4031 -0.6438 -0.1293
C11 -2.8810 -1.8919 0.5744
O1 -3.4125 -2.9696 0.4362
N5 -1.7911 -1.6464 1.3421
C12 -1.1000 -2.5990 2.0580
N6 0.0094 -2.2756 2.6815
O2 0.4565 -3.3992 3.2941
C13 -0.3855 -4.4167 3.0411
C14 -1.4064 -3.9730 2.2526
H8 -2.2434 -4.5077 1.8611
C15 -0.0828 -5.7463 3.6231
H9 -0.0842 -5.6876 4.7104
H10 -0.8277 -6.4665 3.2998
H11 0.9050 -6.0774 3.3070
H12 -1.4008 -0.6961 1.3650
H13 -3.4296 0.2175 0.5360
H14 -4.3889 -0.8544 -0.5424
H15 0.5374 2.4173 -3.1165
H16 -0.9805 1.5118 -3.3528

Forces on the atoms, in the same order (eV/Å):
C -0.1 0.2 0.0
H 0.0 0.0 -0.1
H 0.0 -0.1 0.0
H 0.1 0.0 0.0
C 0.3 -0.2 -0.5
N -0.3 -0.1 0.8
C 0.0 0.2 0.1
N -0.6 -0.5 -0.4
N 0.9 0.8 0.3
C -0.3 -0.2 0.1
C 0.4 0.3 -0.1
C 0.1 -0.1 0.2
C 0.0 0.0 0.0
C -0.1 0.2 -0.2
N 0.5 0.0 0.3
C -0.4 -0.2 -0.1
H -0.1 -0.1 0.0
H 0.0 0.1 -0.1
H 0.0 0.1 0.0
H 0.0 0.0 0.0
S -0.2 -0.2 -0.2
C 0.2 0.0 -0.2
C 0.0 0.4 0.0
O -0.2 -0.3 -0.1
N 0.3 0.3 0.3
C 0.5 -0.8 0.5
N -0.4 1.1 -0.6
O 0.0 -0.9 0.3
C -0.6 0.3 -0.5
C 0.4 -0.1 0.3
H -0.1 -0.2 0.0
C 0.2 0.2 0.1
H 0.0 -0.1 0.1
H 0.0 0.0 0.0
H 0.0 -0.1 0.0
H -0.2 -0.1 -0.1
H -0.1 0.0 0.0
H 0.1 0.0 0.1
H -0.2 -0.1 0.0
H 0.1 0.2 0.0

Mulliken atomic charge list, values in e, 5 entries:
1 C -1.058
2 H 0.401
3 H 0.330
4 H 0.304
5 C -0.728

[3]
A structure of composition C2H3I3O, computed with ωB97M-V/def2-TZVPD.

Calculated values
Spin multiplicity = 1
HOMO level = -0.34184 Ha
DFT total energy = -28471.093 eV
Net charge = 0
Lowest unoccupied orbital energy = -0.45 eV
Relative energy (zero: lowest compared OMol25 entry of this formula, charge and spin) = 0.179 eV

Cartesian coordinates (Å):
C1 0.1854 0.1915 0.0645
C2 -0.9904 0.7413 -0.6583
O1 -0.0545 0.1713 1.4298
I1 1.8670 1.5998 -0.4341
I2 -1.6706 2.6498 0.2473
I3 -2.6027 -0.6589 -0.3737
H1 0.2982 -0.8165 -0.3196
H2 -0.9158 1.1251 -1.5762
H3 -0.6037 0.9074 1.6659

Forces on the atoms, in the same order (eV/Å):
C -0.4 1.2 0.8
C -1.9 0.1 3.9
O 1.4 -1.6 -0.7
I -0.2 -0.9 0.1
I 0.0 -0.2 -0.1
I 0.1 0.0 -0.5
H 1.0 -0.1 0.1
H 0.5 0.4 -3.8
H -0.5 1.0 0.3

Mulliken atomic charge list, values in e, 5 entries:
1 C -0.203
2 C -1.279
3 O -0.326
4 I 0.032
5 I 0.128

[4]
A cluster of 2 separate species, CHF2IS in total, computed with ωB97M-V/def2-TZVPD.

Calculated values
Spin multiplicity = 3
<S²> = 2.01
HOMO level (alpha / beta) = -0.29152 / -0.36050 Ha
DFT total energy = -25421.099 eV
Net charge = 0
Lowest unoccupied orbital energy (alpha / beta) = 0.62 / -3.16 eV
Relative energy (zero: lowest compared OMol25 entry of this formula, charge and spin) = 0.077 eV

Cartesian coordinates (Å):
C1 0.0983 -0.3202 0.4651
F1 0.0692 -1.1096 -0.5835
F2 0.4909 -0.8703 1.5760
S1 -1.1068 0.8959 0.4787
I1 2.2572 1.1508 -1.4333
H1 -1.8087 0.2534 -0.5030

Forces on the atoms, in the same order (eV/Å):
C 0.6 1.4 -0.4
F 0.1 -1.2 -0.3
F 0.1 -1.0 0.8
S -0.9 0.1 -0.4
I 0.1 0.2 -0.2
H 0.0 0.5 0.4

Mulliken atomic charge list, values in e, 5 entries:
1 C 0.280
2 F -0.163
3 F -0.194
4 S -0.150
5 I 0.056

[5]
The ion C20H35B2Cl2O2Si with charge -1, computed with ωB97M-V/def2-TZVPD.

Calculated values
Spin multiplicity = 1
HOMO level = -0.17853 Ha
DFT total energy = -59683.950 eV
Net charge = -1
Lowest unoccupied orbital energy = 2.57 eV

Cartesian coordinates (Å):
C1 3.0513 -0.7178 3.5271
C2 3.5571 -1.9492 2.8379
Cl1 3.9141 -3.2823 3.9382
C3 3.7151 -2.0159 1.5228
Cl2 4.3048 -3.5641 0.8842
B1 3.4250 -0.7775 0.4652
C4 1.8017 -0.4499 0.3279
C5 1.4325 0.9590 0.8110
C6 1.7308 2.0536 -0.2258
C7 0.7710 3.2632 -0.0992
C8 -0.2259 3.2962 -1.2586
C9 -1.1601 2.0938 -1.2361
C10 -2.4249 2.2689 -0.3932
C11 -3.6590 1.5390 -0.9486
Si1 -3.5079 -0.3254 -1.1616
C12 -2.2971 -0.8521 -2.5027
C13 -5.1954 -1.0115 -1.6830
C14 -2.9843 -1.2138 0.4138
C15 -3.8641 -2.0277 1.1433
C16 -3.4558 -2.7099 2.2893
C17 -2.1330 -2.5823 2.7252
C18 -1.2405 -1.7787 2.0205
C19 -1.6585 -1.0978 0.8796
C20 4.1248 -1.1276 -1.0008
B2 4.0436 0.0534 -2.0031
O1 3.3071 -0.0399 -3.1885
O2 4.6634 1.2761 -1.8261
H1 2.7856 -0.9697 4.5489
H2 3.7728 0.0928 3.4984
H3 2.1331 -0.3993 3.0453
H4 3.9960 0.2120 0.9129
H5 1.2180 -1.1863 0.8886
H6 1.4688 -0.5171 -0.7133
H7 1.9730 1.2103 1.7209
H8 0.3653 1.0150 1.0602
H9 2.7567 2.3877 -0.1012
H10 1.6604 1.6407 -1.2305
H11 0.2462 3.1645 0.8499
H12 1.3616 4.1771 -0.0877
H13 0.3605 3.2285 -2.1750
H14 -0.7627 4.2440 -1.3093
H15 -1.4490 1.8551 -2.2596
H16 -0.6233 1.2204 -0.8748
H17 -2.2509 1.9980 0.6463
H18 -2.6575 3.3361 -0.3744
H19 -4.5164 1.8092 -0.3319
H20 -3.8605 1.9480 -1.9424
H21 -2.5154 -0.4134 -3.4705
H22 -2.3151 -1.9384 -2.5558
H23 -1.2896 -0.5892 -2.1898
H24 -5.3547 -0.8010 -2.7391
H25 -5.1843 -2.0887 -1.5450
H26 -6.0208 -0.5565 -1.1408
H27 -4.8881 -2.1439 0.8162
H28 -4.1511 -3.3417 2.8183
H29 -1.8212 -3.1145 3.6107
H30 -0.2106 -1.6885 2.3346
H31 -0.9458 -0.4875 0.3440
H32 5.1809 -1.3216 -0.8046
H33 3.6631 -2.0047 -1.4607
H34 3.0998 -0.9589 -3.3629
H35 4.7391 1.7019 -2.6846

Forces on the atoms, in the same order (eV/Å):
C -0.4 -0.5 0.1
C 0.0 0.1 0.1
Cl 0.0 0.0 0.0
C 0.1 -0.2 -0.3
Cl -0.1 0.1 0.0
B 0.1 -0.2 -0.4
C 0.4 0.2 0.5
C -0.2 -0.1 -0.4
C -0.2 0.2 0.5
C 0.4 -0.3 -0.3
C 0.5 -0.3 0.1
C -0.4 0.0 -0.1
C -0.1 0.4 -0.2
C 0.5 0.0 0.0
Si -0.4 -0.5 -0.1
C 0.0 0.2 0.7
C 0.4 0.4 0.0
C 0.3 0.1 0.3
C 0.3 0.0 0.1
C 0.6 0.4 -0.4
C -0.5 0.1 -0.3
C -0.2 0.0 -0.1
C -0.7 -0.4 0.2
C 0.0 0.7 0.0
B -0.3 -0.2 0.1
O 0.3 0.1 -0.2
O 0.3 -0.2 0.0
H 0.1 0.1 0.2
H 0.1 0.1 0.0
H 0.0 0.2 -0.1
H 0.0 0.0 0.2
H 0.0 -0.1 0.0
H -0.1 -0.2 -0.2
H 0.0 0.0 0.2
H -0.1 0.0 0.1
H 0.2 -0.1 -0.1
H 0.0 -0.1 -0.2
H -0.1 0.3 0.2
H -0.1 0.2 0.1
H 0.1 0.1 -0.1
H -0.3 0.0 0.1
H -0.1 0.0 -0.1
H 0.2 -0.1 -0.1
H 0.1 -0.2 0.1
H -0.1 0.1 0.1
H -0.2 -0.2 0.1
H -0.1 0.0 -0.1
H 0.0 0.0 -0.2
H -0.1 -0.2 -0.2
H 0.2 0.1 -0.2
H 0.0 0.0 -0.2
H -0.2 -0.2 0.0
H -0.1 -0.1 0.2
H -0.1 0.0 -0.1
H -0.1 -0.1 0.1
H 0.2 0.0 0.1
H 0.0 0.0 0.1
H 0.1 0.0 0.0
H 0.1 -0.2 0.0
H 0.1 -0.3 0.1
H -0.2 -0.1 0.1
H -0.2 0.2 0.0

Mulliken atomic charge list, values in e, 5 entries:
1 C -0.856
2 C 0.076
3 Cl -0.287
4 C 0.378
5 Cl -0.266

[6]
The molecule C6H9N, computed with ωB97M-V/def2-TZVPD.

Calculated values
Spin multiplicity = 1
HOMO level = -0.23074 Ha
DFT total energy = -7853.981 eV
Net charge = 0
Lowest unoccupied orbital energy = 0.94 eV
Relative energy (zero: lowest compared OMol25 entry of this formula, charge and spin) = 4.179 eV

Cartesian coordinates (Å):
C1 -0.1882 -1.6641 1.0959
C2 -0.3139 -0.7508 -0.0030
C3 -0.0990 0.6801 0.0566
C4 -0.1336 1.4388 1.3502
C5 0.1983 1.1047 -1.2919
C6 0.1671 0.0122 -2.0955
N1 -0.2172 -1.0912 -1.3324
H1 -0.6195 -1.4139 2.0525
H2 0.7845 -0.4316 0.4816
H3 0.0471 -2.7054 0.8994
H4 0.2827 2.4455 1.2338
H5 0.4527 0.8949 2.1137
H6 -1.1458 1.5369 1.7629
H7 0.4596 2.1163 -1.5852
H8 0.4765 -0.1160 -3.1239
H9 -0.1513 -2.0564 -1.6148

Forces on the atoms, in the same order (eV/Å):
C -0.2 -0.2 0.1
C 0.3 0.0 0.1
C 0.0 -0.1 0.1
C 0.0 0.0 0.0
C 0.1 0.0 0.1
C 0.1 0.0 0.0
N 0.1 0.0 0.0
H 0.0 0.1 0.0
H 0.2 0.1 0.0
H -0.1 0.2 -0.1
H 0.0 -0.2 0.0
H -0.1 0.2 -0.2
H 0.1 0.0 -0.1
H -0.1 -0.3 0.0
H -0.3 0.1 0.1
H 0.0 0.2 -0.1

Mulliken atomic charge list, values in e, 5 entries:
1 C -1.269
2 C 0.394
3 C 0.626
4 C -1.171
5 C -0.676

[7]
A cluster of 2 separate species, C4H11N2 in total, computed with ωB97M-V/def2-TZVPD.

Calculated values
Spin multiplicity = 1
HOMO level = -0.46257 Ha
DFT total energy = -7298.768 eV
Net charge = +1
Lowest unoccupied orbital energy = -4.90 eV
Relative energy (zero: lowest compared OMol25 entry of this formula, charge and spin) = 2.180 eV

Cartesian coordinates (Å):
C1 -2.3677 -0.2453 -0.7073
C2 -0.6308 1.3503 -1.2332
N1 -0.9966 0.2674 -0.6985
H1 -2.5114 -0.8785 0.1612
H2 -2.5322 -0.8469 -1.5969
H3 -3.0843 0.5684 -0.6645
H4 -1.3611 1.9232 -1.7939
H5 0.3757 1.7402 -1.1380
H6 -0.3018 -0.2862 -0.1540
C3 0.7776 -1.0397 1.4802
C4 1.8183 -0.7678 0.6850
N2 2.6549 0.3319 0.7745
H7 0.4972 -0.4283 2.3240
H8 0.2748 -1.9899 1.3764
H9 2.0919 -1.4650 -0.0968
H10 2.3379 1.0630 1.3959
H11 2.9575 0.7031 -0.1141

Forces on the atoms, in the same order (eV/Å):
C -0.2 -0.2 0.0
C -0.3 0.5 -0.3
N 0.0 -0.1 0.2
H 0.1 0.0 0.1
H 0.0 0.0 -0.1
H 0.1 0.1 -0.1
H 0.0 0.1 0.0
H 0.1 -0.3 0.0
H 0.1 0.1 0.2
C -0.2 -0.3 -0.1
C 0.2 0.4 -0.1
N -0.6 0.0 -0.2
H 0.0 0.2 0.1
H 0.0 -0.1 0.1
H 0.1 -0.1 -0.1
H 0.1 0.0 0.1
H 0.4 -0.1 0.1

Mulliken atomic charge list, values in e, 5 entries:
1 C -0.837
2 C -0.081
3 N 0.156
4 H 0.299
5 H 0.343

[8]
The molecule C7H12IO3P, computed with ωB97M-V/def2-TZVPD.

Calculated values
Spin multiplicity = 1
HOMO level = -0.33730 Ha
DFT total energy = -30983.451 eV
Net charge = 0
Lowest unoccupied orbital energy = -0.02 eV
Structure (SMILES) = CCO[P@@](=O)(I)C1=CC[C@@H](O)C1
Relative energy (zero: lowest compared OMol25 entry of this formula, charge and spin) = 2.084 eV

Cartesian coordinates (Å):
C1 -1.8451 0.8518 0.1254
C2 -1.1283 0.3854 -0.8554
C3 -1.8889 2.4095 0.0140
C4 -0.5253 1.2887 -1.7848
C5 -0.9384 2.6676 -1.2051
C6 0.8333 -3.6667 1.4991
C7 1.2331 -2.4849 0.6313
O1 0.3230 -2.0348 -2.1926
O2 0.3227 3.1526 -0.7568
O3 0.1643 -1.5258 0.5062
P1 -0.6597 -1.3210 -0.8231
I1 -2.7337 -2.5936 -0.4622
H1 -2.2775 0.3084 0.9622
H2 -2.8435 2.8247 -0.1392
H3 -1.5404 2.8394 0.8894
H4 0.4633 1.1816 -1.9016
H5 -0.9828 1.1435 -2.7565
H6 -1.2746 3.3387 -2.0594
H7 1.5485 -4.3508 1.5318
H8 0.4817 -3.2214 2.3772
H9 0.0960 -4.2496 1.0048
H10 1.3687 -2.9527 -0.2972
H11 2.1799 -2.1379 1.0002
H12 0.3218 4.1597 -0.7777

Forces on the atoms, in the same order (eV/Å):
C -1.0 2.6 1.0
C 0.5 -3.0 0.7
C 0.5 -2.2 -2.2
C -4.3 1.8 -0.9
C 1.1 0.4 -0.7
C -2.7 3.2 -1.4
C -0.4 -2.1 0.0
O -4.5 3.4 5.6
O 0.3 2.8 0.3
O 0.5 0.6 0.8
P 4.2 -4.5 -5.7
I 0.4 0.2 -0.1
H 0.0 0.0 -0.3
H -1.5 0.2 -0.3
H 1.1 0.9 1.7
H 3.7 -0.2 -0.3
H 0.0 -0.1 -0.4
H -0.2 -0.7 1.3
H 3.8 -2.4 1.0
H -0.5 -0.3 1.9
H -1.5 -0.1 -0.3
H 0.6 0.2 -1.8
H 0.0 1.3 0.1
H 0.0 -2.0 0.2

Mulliken atomic charge list, values in e, 5 entries:
1 C -0.315
2 C 0.266
3 C -1.105
4 C -1.016
5 C 0.306